# 1
This record from OMol25 describes 2 unconnected molecules or ions with the total composition C26H31N2 at a distorted geometry. The level of theory is ωB97M-V with the def2-TZVPD basis set.

Positions of all 59 atoms, in Å:
C 2.869940 -1.310418 -4.589958
N 1.718863 -0.892709 -3.758223
C 0.538915 -0.372621 -4.415304
C 0.442297 1.003248 -4.671130
C -0.701049 1.521268 -5.288531
C -1.738819 0.664414 -5.677809
C -1.623867 -0.715611 -5.463134
C -0.481868 -1.237970 -4.843600
C 1.845441 -1.023262 -2.457035
H 2.637526 -1.129523 -5.641390
H 3.761349 -0.740702 -4.295463
H 3.068348 -2.378179 -4.426958
H 1.268891 1.652988 -4.371975
H -0.775295 2.597307 -5.454746
H -2.637675 1.072832 -6.139819
H -2.425715 -1.390281 -5.769456
H -0.374810 -2.313433 -4.678776
H 1.005621 -0.804662 -1.794934
H 2.783375 -1.456905 -2.097434
C -2.886200 -3.890575 3.480492
C -3.703373 -2.770203 3.519076
C -3.291851 -1.543758 2.938556
C -4.117673 -0.392829 2.963549
C -3.706863 0.792956 2.371506
C -2.453141 0.867170 1.728758
C -1.616885 -0.234271 1.658270
C -0.297253 -0.145357 0.897961
C 0.844409 0.260389 1.819237
C 2.249658 0.290768 1.215611
C 2.869779 1.701399 1.411413
C 1.949446 2.745366 0.722255
C 0.583895 2.700111 1.378243
N 0.507302 1.572368 2.364103
C 1.451202 1.902630 3.473500
C 2.868170 2.012462 2.937148
C -2.005872 -1.470875 2.280599
C -1.196341 -2.631110 2.269311
C -1.626135 -3.822120 2.845690
H -3.211749 -4.826162 3.933990
H -4.686449 -2.808464 3.994983
H -5.089008 -0.467336 3.454404
H -4.352563 1.667626 2.385589
H -2.140572 1.800921 1.260733
H -0.047040 -1.105491 0.433102
H -0.369913 0.607838 0.095648
H 0.850617 -0.412485 2.695777
H 2.857255 -0.459566 1.738336
H 2.215648 0.019133 0.155448
H 3.884517 1.741542 0.996957
H 2.367133 3.750754 0.845486
H 1.860364 2.551408 -0.352622
H 0.436922 3.599924 1.994126
H -0.233470 2.635565 0.651789
H 1.106111 2.859718 3.879446
H 1.377033 1.120689 4.238059
H 3.517851 1.302554 3.461090
H 3.255108 3.023055 3.114505
H -0.218825 -2.592135 1.782668
H -0.982711 -4.699392 2.800881

Force components x, y, z for each atom (eV/Å):
C 0.45 -0.13 -0.36
N 0.73 -0.42 2.53
C -1.38 0.59 -0.66
C 0.22 -0.24 0.26
C 0.06 -0.36 0.05
C 0.33 -0.14 0.23
C 0.31 0.23 0.10
C 0.33 0.00 0.27
C -0.68 -0.13 -2.38
H 0.03 -0.02 0.28
H -0.32 -0.09 -0.14
H -0.16 0.31 -0.11
H -0.34 -0.09 -0.08
H 0.02 -0.37 0.03
H 0.28 -0.13 0.10
H 0.30 0.22 0.10
H -0.14 0.33 -0.04
H 0.24 0.16 -0.18
H -0.33 0.29 0.05
C -0.40 0.54 -0.02
C 0.36 -0.52 0.03
C 0.75 0.06 -0.43
C 0.11 0.69 -0.30
C -0.23 -0.75 0.41
C 0.31 -0.64 -0.14
C -0.23 0.00 -0.33
C -0.15 -0.07 0.07
C -0.43 0.60 0.73
C 0.58 0.05 0.07
C -0.63 0.03 0.18
C 0.83 -0.05 -0.20
C -0.40 -0.74 1.27
N 0.13 0.99 0.64
C -1.16 -0.12 -0.68
C 0.90 -0.03 -0.48
C -0.69 0.38 0.23
C -0.09 -0.80 0.16
C 0.24 0.82 -0.32
H 0.05 0.25 -0.12
H 0.33 -0.05 -0.10
H 0.23 0.09 -0.13
H 0.10 -0.17 0.06
H -0.13 -0.24 0.13
H -0.12 0.04 -0.08
H -0.09 -0.24 0.13
H -0.13 0.11 -0.35
H 0.11 0.12 -0.30
H 0.13 0.07 -0.16
H -0.21 0.00 0.14
H 0.14 -0.17 -0.18
H 0.20 -0.05 0.00
H -0.21 -0.21 -0.35
H 0.14 0.03 0.19
H 0.09 -0.28 0.20
H -0.15 0.22 -0.10
H 0.09 0.17 -0.13
H 0.13 -0.21 -0.10
H -0.30 -0.12 0.23
H -0.16 0.18 0.07

HOMO energy ... -9.75 eV
Relative energy (zero: lowest compared OMol25 entry of this formula, charge and spin) ... 1.0266 eV
Net charge ... +1
DFT total energy ... -1118.577176 a.u.
HOMO-LUMO gap ... 4.83 eV

---

# 2
This record from OMol25 describes 2 unconnected molecules or ions with the total composition C19H23N2 at a distorted geometry. The level of theory is ωB97M-V with the def2-TZVPD basis set.

Positions of all 44 atoms, in Å:
C 1.812870 5.240243 -1.186802
C 1.806030 3.794474 -0.808666
C 1.995507 2.839588 -1.818023
C 1.867520 1.496383 -1.538692
C 1.572507 1.042366 -0.214134
C 1.291632 -0.332722 -0.059724
C 1.401878 -1.110660 1.130206
C 1.973328 -2.416398 1.025507
C 2.012716 -3.272327 2.114317
C 1.546079 -2.836070 3.363977
C 1.039137 -1.536476 3.508009
C 0.934943 -0.691976 2.405632
C 1.596987 2.016076 0.833151
C 1.627370 3.367060 0.516976
H 1.515831 5.865460 -0.340102
H 2.797729 5.573035 -1.548272
H 1.097164 5.397229 -2.004448
H 2.208240 3.171706 -2.836824
H 1.998224 0.747197 -2.322173
H 1.105086 -0.881027 -0.986326
H 2.374851 -2.722253 0.054883
H 2.404774 -4.284988 1.993138
H 1.610622 -3.498967 4.226874
H 0.715675 -1.178721 4.488105
H 0.462492 0.283963 2.503800
H 1.577358 1.693751 1.873088
H 1.504974 4.122324 1.297557
C -1.098763 -3.113218 -0.060192
C -1.853392 -1.933725 -0.622842
N -1.291371 -0.776364 -0.690131
C -2.037251 0.239751 -1.421560
C -3.528929 0.220090 -1.157362
C -4.113571 -1.170393 -1.333096
N -3.116475 -2.184621 -1.045479
H -1.777088 -3.946166 0.136801
H -0.319971 -3.434704 -0.766048
H -0.622678 -2.815351 0.880049
H -1.584322 1.181844 -1.098517
H -1.904842 0.138354 -2.517373
H -3.709863 0.551554 -0.130882
H -4.029719 0.913629 -1.836877
H -4.960574 -1.308878 -0.650256
H -4.488555 -1.301677 -2.355311
H -3.414161 -3.148396 -1.001955

Force components x, y, z for each atom (eV/Å):
C -0.17 0.27 0.12
C 0.08 -0.21 -0.16
C 0.09 -0.31 -0.12
C -0.46 -0.08 0.18
C 0.13 0.61 -0.28
C 0.34 0.30 -0.36
C -0.16 -1.04 1.32
C -0.48 0.59 -0.29
C 0.08 0.12 0.20
C 0.16 0.30 -0.31
C 0.01 -0.07 -0.10
C 0.32 -0.19 -0.38
C -0.13 -0.03 -0.30
C 0.03 -0.24 0.19
H 0.11 -0.02 -0.19
H -0.25 -0.20 0.14
H 0.17 0.04 0.16
H -0.05 -0.12 0.33
H -0.22 0.26 0.14
H 0.54 0.06 0.25
H -0.22 -0.04 0.34
H -0.06 0.39 0.09
H -0.10 0.18 -0.23
H 0.01 -0.19 -0.35
H -0.01 -0.41 0.07
H -0.13 0.26 -0.36
H 0.20 -0.32 -0.19
C -0.07 0.14 0.03
C 0.05 0.17 0.08
N 0.14 -0.37 -0.23
C 0.43 0.18 -0.11
C -0.19 0.30 0.55
C -0.30 -0.07 -0.35
N 0.21 -0.59 0.04
H 0.17 0.00 -0.02
H -0.22 0.05 0.22
H -0.13 -0.15 -0.24
H -0.31 0.19 -0.36
H 0.30 -0.07 0.39
H 0.00 0.06 -0.09
H -0.01 -0.01 0.18
H 0.09 0.04 -0.17
H 0.09 -0.05 0.14
H -0.08 0.25 0.04

HOMO energy ... -11.41 eV
Relative energy (zero: lowest compared OMol25 entry of this formula, charge and spin) ... 0.9375 eV
Net charge ... +1
DFT total energy ... -847.053903 a.u.
HOMO-LUMO gap ... 6.33 eV

---

# 3
This record from OMol25 describes a molecular structure, C22H42AuN6O8P2S2. The level of theory is ωB97M-V with the def2-TZVPD basis set.

Positions of all 83 atoms, in Å:
Au -2.326527 -0.491720 -1.534834
C -2.058166 -3.699732 -2.514342
P -3.097910 -2.689052 -1.451841
C -3.064304 -3.342092 0.217316
C -4.787503 -2.721442 -2.133590
C -5.454271 -1.371199 -1.902425
P -4.389378 -0.064045 -2.594098
C -5.145130 1.484050 -2.092621
C -4.365891 -0.144116 -4.388390
H -2.467843 -4.714451 -2.524456
H -1.040190 -3.751077 -2.133817
H -2.052996 -3.315379 -3.534226
H -3.455999 -4.362349 0.200463
H -3.673021 -2.734417 0.887484
H -2.037210 -3.357556 0.579764
H -5.340936 -3.551794 -1.688929
H -4.700943 -2.927736 -3.204161
H -5.575738 -1.160165 -0.835723
H -6.444856 -1.307096 -2.360280
H -6.177102 1.440715 -2.458205
H -4.681200 2.351989 -2.557065
H -5.171928 1.585996 -1.007871
H -5.382645 -0.290291 -4.760808
H -3.730413 -0.953553 -4.745569
H -3.984509 0.800752 -4.778875
C 4.774195 3.363098 1.258086
C 3.329679 3.073425 1.644250
S 2.349818 2.472074 0.300439
O 2.997460 1.340254 -0.333496
O 0.982898 2.254388 0.751401
C 2.263448 3.803496 -0.881536
C 1.615983 3.340284 -2.181600
N 0.229018 2.846555 -2.008105
C -0.123063 1.554129 -2.061234
N -1.439220 1.426668 -1.819741
C -1.943808 2.691067 -1.638873
C -0.919189 3.560344 -1.750566
N -1.011793 4.998222 -1.615769
O -2.112485 5.422891 -1.368564
O 0.008803 5.633673 -1.759367
C 0.795659 0.464193 -2.475999
H 5.350568 3.526403 2.166928
H 4.862456 4.263001 0.651229
H 5.216420 2.522453 0.726356
H 2.795259 3.937436 2.042480
H 3.256496 2.269792 2.383330
H 3.272882 4.146566 -1.108713
H 1.712575 4.613185 -0.405487
H 2.178310 2.514945 -2.610047
H 1.611236 4.165064 -2.890239
H -2.969042 2.930792 -1.431926
H 1.062642 0.590368 -3.527628
H 0.305949 -0.502911 -2.382806
H 1.708547 0.463136 -1.879137
C 5.402984 -3.415819 5.294880
C 3.941633 -3.048503 5.048590
S 3.811540 -2.137470 3.536410
O 4.485409 -0.871257 3.659113
O 4.103469 -2.996308 2.414087
C 2.060125 -1.732571 3.357329
C 2.031529 -0.918338 2.070809
N 0.681903 -0.666580 1.527182
C 0.228957 -1.196721 0.385337
N -0.994679 -0.712316 0.116492
C -1.329316 0.151166 1.141003
C -0.296606 0.172649 2.002692
N -0.170681 1.064649 3.135435
O -1.152018 1.722065 3.379903
O 0.893660 1.092540 3.710951
C 0.983037 -2.187576 -0.426042
H 5.466621 -3.999596 6.211904
H 6.014771 -2.523765 5.411553
H 5.800582 -4.014730 4.477833
H 3.542989 -2.403234 5.832564
H 3.308521 -3.929453 4.936186
H 1.730257 -1.154296 4.217993
H 1.505764 -2.667968 3.277580
H 2.582121 -1.446798 1.296670
H 2.513109 0.042403 2.221393
H -2.240874 0.719096 1.194241
H 1.913730 -1.765483 -0.806149
H 0.382466 -2.511415 -1.272308
H 1.243907 -3.063600 0.169802

Force components x, y, z for each atom (eV/Å):
Au -0.18 0.37 0.28
C -0.02 -0.07 0.05
P 0.07 -0.05 -0.02
C -0.07 0.01 0.00
C 0.04 0.05 -0.06
C 0.06 -0.01 -0.05
P 0.04 -0.08 -0.02
C -0.05 0.07 -0.08
C 0.09 -0.03 -0.01
H -0.02 0.01 0.00
H 0.00 -0.02 0.00
H 0.01 0.01 0.00
H 0.00 0.01 -0.01
H 0.00 -0.01 0.00
H 0.01 0.01 0.01
H -0.02 0.05 0.04
H 0.00 -0.08 0.03
H -0.04 0.02 -0.02
H 0.02 -0.04 -0.03
H -0.01 -0.02 0.03
H 0.07 -0.04 0.00
H 0.04 0.03 0.00
H -0.02 0.03 0.04
H -0.03 -0.01 -0.02
H 0.04 -0.02 0.00
C 0.00 0.00 0.02
C 0.04 -0.03 -0.02
S -0.01 -0.04 0.01
O -0.03 0.03 0.01
O -0.01 0.01 0.03
C -0.02 0.02 -0.01
C 0.02 0.04 0.03
N -0.04 -0.02 -0.19
C 0.05 0.05 -0.12
N 0.01 -0.16 -0.14
C -0.09 0.03 0.19
C 0.03 -0.06 0.09
N 0.01 0.00 0.04
O -0.06 0.02 -0.03
O 0.04 0.04 -0.02
C -0.04 -0.02 -0.03
H -0.01 0.01 -0.01
H -0.01 0.00 -0.01
H 0.00 -0.01 0.01
H 0.00 0.02 0.01
H -0.01 0.00 0.00
H 0.04 -0.05 0.02
H 0.01 0.03 -0.05
H 0.05 0.04 -0.01
H -0.08 -0.05 0.03
H 0.00 -0.04 0.11
H 0.03 0.02 0.00
H -0.03 0.02 -0.01
H -0.02 -0.01 0.02
C 0.01 -0.02 0.03
C 0.02 0.01 0.01
S 0.01 -0.02 -0.02
O -0.01 -0.01 -0.02
O -0.01 0.00 0.03
C 0.00 0.02 -0.02
C 0.05 0.04 0.01
N -0.03 -0.09 0.12
C 0.06 0.02 -0.13
N 0.02 0.02 -0.07
C -0.03 -0.10 -0.06
C 0.09 -0.01 -0.02
N 0.05 0.02 0.01
O -0.05 0.02 0.02
O -0.01 -0.02 0.01
C 0.00 -0.03 0.05
H 0.00 0.02 -0.02
H -0.01 0.01 0.00
H -0.01 -0.01 0.00
H 0.00 0.00 0.01
H 0.00 -0.01 -0.01
H 0.01 -0.02 0.00
H -0.01 0.00 -0.02
H 0.01 0.02 -0.02
H -0.04 -0.03 0.01
H -0.03 0.03 -0.01
H 0.01 0.01 0.00
H 0.01 0.03 -0.02
H 0.01 -0.01 0.01

HOMO energy ... -16.59 eV
Relative energy (zero: lowest compared OMol25 entry of this formula, charge and spin) ... 0.0000 eV
Net charge ... +3
DFT total energy ... -3407.651120 a.u.
HOMO-LUMO gap ... 5.99 eV